1.
# C40H71I2NO22S7

A cluster of 7 separate species, C40H71I2NO22S7 in total at a distorted geometry (the ωB97M-V functional and the def2-TZVPD basis, the OMol25 dataset).

XYZ file:
```
143
Properties=species:S:1:pos:R:3:forces:R:3
I 3.1962 -7.5233 -2.3202 0.224 0.621 0.199
I 6.3963 -3.6170 -2.2191 0.017 -0.489 -0.235
S 1.0047 -4.8204 0.0124 -0.189 -2.011 -0.921
S -5.0505 6.8771 -0.2699 -0.363 0.200 0.160
S -2.0050 -1.2238 4.0148 0.086 -0.447 0.185
S 1.4004 -0.6237 -8.1409 -0.103 0.315 0.183
S 0.9666 6.3368 2.5981 -0.054 -0.122 0.354
S -2.5664 -6.5808 5.0669 -0.235 -0.357 -0.098
S -0.5856 2.6672 1.0404 -0.286 -0.015 0.150
O -3.4408 -1.3536 3.9702 -0.013 0.375 -0.145
O 3.9926 -5.6295 0.9458 0.331 0.300 -1.858
O -2.5766 -5.2043 5.5170 -0.232 -0.643 -0.022
O -0.6038 -0.3384 -3.8793 -0.829 -0.038 -1.003
O 1.5025 6.7022 1.3110 -0.143 -0.101 -0.053
O 5.5021 2.4758 -1.4633 1.513 1.808 0.491
O -1.4829 -7.4730 5.3869 0.152 0.309 0.160
O 3.9246 -6.7614 2.7235 -0.101 0.007 -0.177
O 1.5707 -0.0656 -4.2726 -0.638 -0.440 1.018
O 0.5077 -6.0581 0.4908 0.408 -0.421 0.864
O 2.6005 -0.3409 -7.3890 0.147 -0.370 -0.142
O 1.2276 -1.8612 -8.8638 0.252 -0.057 0.076
O 1.9334 -5.1899 -1.2355 -0.416 0.500 0.969
O 2.1874 -4.2563 0.9431 -1.048 0.944 -1.628
O -4.9606 6.2443 1.0251 0.016 0.191 -0.203
O -0.4577 1.5727 0.0869 -0.008 0.512 0.759
O -1.3413 -0.0054 3.6034 -0.183 -0.773 0.333
O 0.5593 3.2347 1.7024 0.373 -1.935 -1.140
O -0.0171 -3.9061 -0.3400 0.668 1.560 0.125
O 3.6788 1.4681 -0.6176 0.032 -0.367 -0.001
O -3.9853 6.7975 -1.2360 0.123 -0.161 0.187
O 0.2380 5.1128 2.7962 -0.166 1.746 0.682
N 3.3498 -5.9169 2.1700 0.223 -0.433 0.824
C -1.8042 2.2383 2.2748 -0.382 0.694 -0.090
C -4.1129 -7.3422 5.5413 -0.414 -0.030 0.016
C 3.6538 -1.8563 0.9068 1.123 0.492 0.159
C 3.2563 -4.5446 -1.2229 -1.764 -1.059 -0.440
C 5.3402 -5.4593 -2.4102 0.449 -0.483 -0.456
C -0.7236 0.8909 -7.6367 0.011 0.061 -0.098
C 6.1292 -6.5739 -3.0978 1.158 1.137 0.499
C 0.5849 0.0120 -1.9023 1.895 -0.322 -0.444
C 2.2288 7.8856 4.2980 -0.045 0.049 -0.046
C -7.4749 7.6325 -1.0812 -0.036 0.070 0.044
C 4.4590 -0.8105 0.0820 -0.792 0.474 0.122
C -1.5248 3.9962 0.2835 -0.284 0.204 -0.229
C -0.6604 -3.0004 5.4762 -0.075 -0.226 0.103
C 0.0061 7.7195 3.2307 -0.109 0.418 0.220
C -0.0221 -0.3588 -7.0935 -0.468 0.128 -0.044
C 2.9127 -3.2186 -1.9455 0.125 0.468 0.409
C 4.0984 0.6615 0.4886 0.461 -0.843 0.511
C -6.5522 8.8566 -1.1057 -0.014 -0.069 -0.082
C -5.0470 -7.0599 4.3697 0.021 0.091 -0.087
C -5.4891 8.5957 -0.0437 -0.158 0.368 -0.107
C 4.1057 -5.6003 -1.9657 -0.304 0.192 0.452
C 4.6800 1.6503 -1.5277 -1.013 -1.593 -0.746
C 0.7431 8.2173 4.4795 0.018 -0.004 0.061
C -1.2654 -2.5987 3.1480 0.370 -0.239 -0.146
C 0.4750 -0.1593 -3.4134 0.004 0.353 0.794
C -6.5834 6.3854 -1.0627 -0.439 -0.017 -0.168
C -0.1110 -3.0346 4.0464 0.066 0.129 0.113
C -2.6347 3.5096 2.4332 0.039 0.071 -0.141
C -4.2159 -7.3080 3.1055 -0.076 -0.073 0.018
C 3.4779 -4.4124 0.3233 0.842 -0.008 1.877
C 1.0882 0.7338 -9.2607 -0.245 0.257 -0.283
C -2.8649 -6.6102 3.2988 -0.200 -0.016 -0.383
C 2.4220 -2.4155 -4.3593 -0.906 -0.010 0.242
C 2.6307 -0.9517 -3.9145 1.355 0.240 -0.457
C 2.0568 -3.3963 -3.2198 0.374 -0.329 -0.471
C 4.3466 -3.2630 0.8665 -0.715 0.806 0.435
C -0.4133 0.9790 -9.1381 -0.054 -0.037 0.108
C -1.4149 -1.6768 5.6465 0.256 -0.153 0.379
C -2.8689 4.0414 1.0150 0.037 0.045 0.060
C 2.2766 6.4409 3.8107 0.273 0.215 0.240
H -2.0568 -7.1460 2.8103 0.172 0.076 0.083
H -5.3761 -6.0181 4.3965 -0.005 -0.027 0.042
H -7.0348 5.5739 -0.4963 0.186 -0.061 0.009
H 0.3040 -0.2284 -6.0715 0.130 -0.109 0.051
H -8.0896 7.6590 -0.1784 0.027 -0.001 -0.011
H 0.5833 9.2849 4.6305 -0.014 -0.026 0.000
H -3.5905 3.4002 0.5004 0.014 -0.006 0.012
H -1.3139 1.9330 3.1838 0.185 0.070 -0.108
H 0.1352 -3.0966 6.2166 -0.003 0.074 -0.026
H 3.5231 -0.5837 -4.4449 -0.409 0.125 0.116
H -2.0189 -3.3816 3.0678 -0.056 0.081 0.040
H 6.0239 -7.5297 -2.5769 -0.292 0.188 -0.333
H 3.7126 -1.4884 1.9460 -0.194 -0.312 -0.245
H -8.1505 7.6190 -1.9360 0.014 -0.023 0.022
H -0.9650 4.9198 0.4184 0.127 -0.103 0.039
H 4.5787 -3.5262 1.9095 -0.121 -0.148 -0.387
H -0.9474 -2.2816 2.1569 -0.130 0.119 -0.028
H 1.6305 0.2294 -1.6135 -0.456 0.118 0.013
H -6.3453 6.0476 -2.0701 0.133 0.002 0.056
H 2.0384 5.7451 4.6154 -0.039 -0.039 -0.072
H -6.0838 8.9466 -2.0888 0.022 0.027 0.037
H -0.9655 0.2051 -9.6772 0.047 0.011 -0.021
H -4.4595 -6.9181 6.4816 0.172 0.032 0.025
H 2.5892 -1.8610 0.6482 0.297 -0.025 -0.040
H 0.7221 -2.3309 3.9508 -0.028 -0.038 -0.099
H -2.4063 1.4226 1.8802 0.082 -0.036 -0.003
H -1.7955 0.8508 -7.4460 0.031 -0.007 0.027
H -0.0316 8.4843 2.4559 0.044 -0.092 -0.060
H 2.2852 -2.6629 -1.2263 0.358 -0.084 -0.201
H -2.8921 -5.5809 2.9450 0.033 0.018 0.096
H 0.3601 -0.9709 -1.4536 -0.354 0.466 -0.027
H -0.6594 -1.2395 -7.1641 0.093 -0.038 -0.081
H -5.9327 -7.6939 4.4036 0.022 0.022 0.015
H 1.6567 1.5945 -8.9079 0.040 -0.068 0.038
H -2.2651 -1.7789 6.3177 -0.069 0.127 -0.108
H 1.4038 0.4628 -10.2661 0.103 -0.106 0.080
H 4.2101 -0.9046 -0.9839 0.340 -0.163 0.228
H -2.0791 4.2474 3.0152 0.017 -0.048 -0.004
H -1.3511 -3.8402 5.6216 0.491 0.591 -0.070
H 0.2536 -4.0264 3.7783 -0.009 -0.008 -0.031
H -0.7583 -0.8811 5.9977 -0.086 0.092 -0.125
H 7.1937 -6.3010 -3.0078 -0.308 -0.187 -0.169
H 5.3116 -3.1501 0.3663 -0.328 -0.473 -0.127
H 2.7881 8.0131 5.2247 0.003 0.001 -0.027
H -4.6045 9.2190 -0.1566 0.089 -0.147 0.045
H 3.2929 0.6120 1.2315 -0.038 0.458 -0.450
H -1.6472 3.7900 -0.7779 0.168 -0.039 0.015
H 5.5359 -0.9669 0.2455 -0.302 -0.074 -0.251
H 4.6964 0.9455 -2.3893 -0.539 0.026 0.310
H 3.2611 -2.7980 -4.9582 -0.004 0.302 0.406
H 0.3606 7.7009 5.3632 0.016 -0.007 -0.025
H -0.6955 1.9458 -9.5549 0.016 -0.023 -0.010
H 1.5630 -2.4142 -5.0527 0.352 0.056 0.110
H -1.0003 7.3778 3.4631 0.023 -0.103 -0.162
H -4.0603 -8.3818 2.9774 0.012 0.030 0.016
H -7.0976 9.7786 -0.9068 0.027 -0.010 -0.006
H -0.0354 0.8305 -1.4895 0.218 -0.912 -0.744
H 2.6651 8.5477 3.5460 0.027 -0.040 0.010
H 4.9751 1.1261 0.9689 -0.330 0.013 -0.137
H 2.1810 -4.4160 -3.6225 -0.115 0.290 0.195
H -3.2784 5.0491 1.0237 0.184 -0.277 -0.006
H -5.9002 8.7040 0.9602 0.052 -0.071 0.006
H 3.2251 6.1721 3.3509 -0.105 -0.097 -0.118
H -0.3343 1.7796 -7.1343 0.006 -0.033 0.005
H 3.7848 -2.5865 -2.1313 -0.072 -0.402 0.033
H -4.7213 -6.9422 2.2123 0.044 -0.002 0.010
H -3.5741 3.3090 2.9491 0.018 -0.040 -0.015
H 0.9932 -3.2882 -2.9686 0.289 -0.064 0.041
H 2.8430 -0.8151 -2.8420 -0.118 -0.341 -0.261
H -3.9339 -8.4115 5.6548 0.094 0.037 0.013
H 5.9172 -6.6209 -4.1725 -0.239 -0.200 0.307
```
Positions in Å, forces in eV/Å.

Frontier orbital gap in eV: 8.852
LUMO energy in eV: -0.40
HOMO in eV: -9.25
SMILES: CC(=O)OCCCC[C@]1(/C(I)=C(/C)I)OS(=O)(=O)O[C@@]1(CCCCOC=O)ON=O.O=S1(=O)CCCC1.O=S1(=O)CCCC1.O=S1(=O)CCCC1.O=S1(=O)CCCC1.O=S1(=O)CCCC1.O=S1(=O)CCCC1
Max |F| in hartree/bohr: 0.0468

2.
# C40H74NO17P2

A cluster of 6 separate species, C40H74NO17P2 in total at a distorted geometry (the ωB97M-V functional and the def2-TZVPD basis, the OMol25 dataset).

XYZ file:
```
134
Properties=species:S:1:pos:R:3:forces:R:3
P -4.0857 -1.7173 -4.5304 -2.779 -4.473 0.178
P -0.7708 -2.8981 -5.5444 1.901 -1.138 -0.484
O -1.4155 -4.1560 -3.0237 -1.845 2.662 0.841
O -6.8451 0.1053 1.0266 3.234 2.223 -2.490
O 1.9363 -3.0966 -3.7746 -3.655 -0.125 1.474
O -0.6428 -1.7793 -6.8494 -2.216 -0.953 0.598
O -0.6089 2.3691 -2.9121 0.676 -0.945 -2.070
O -1.5906 6.5856 7.1972 -0.012 -0.091 -0.108
O -4.6926 0.8261 0.3151 -1.962 -0.601 -0.619
O 1.0128 -5.1573 -3.4870 -2.183 5.980 1.191
O -0.5943 2.9535 -5.1502 -0.610 -3.423 3.491
O 4.7976 -6.5832 -0.7368 0.098 -0.179 0.289
O -3.6139 -4.2418 -2.3031 3.261 3.150 -2.073
O -3.7702 4.4000 0.0088 -0.201 -0.026 0.051
O -5.1974 -2.8038 -4.4099 2.423 2.716 -0.296
O -0.5865 -2.8037 -1.4218 2.959 1.438 0.184
O -1.8465 1.2124 5.6491 0.056 -0.193 -0.068
O 8.7781 -2.6177 -4.7550 0.256 0.085 -0.015
O 1.3467 -1.4005 -1.4148 -3.399 -2.822 1.391
N -2.1608 -3.9297 -5.9723 0.344 0.910 -0.547
C 2.0496 -3.7776 2.7400 -2.523 3.405 -1.619
C -1.4211 9.0288 6.9743 0.175 0.015 0.170
C 4.4195 -5.6143 -1.7112 -0.164 0.096 -0.207
C -1.2083 0.5659 -4.8112 0.389 0.809 0.317
C -6.1130 0.7966 0.2775 -2.342 -0.901 0.900
C -3.7765 5.7661 0.3948 -0.031 -0.060 -0.109
C 0.4104 -1.6338 3.3195 1.729 -2.185 -3.204
C -1.3626 4.0089 0.3290 0.004 0.219 0.129
C -1.1841 1.1051 6.9011 -0.106 -0.017 -0.029
C 0.1173 -1.4306 1.7872 2.289 -2.759 1.000
C 0.9054 -3.7691 -3.3952 5.286 -4.349 -1.506
C 7.1253 -5.8408 -0.4690 0.012 0.213 -0.130
C -2.6495 -2.0323 -3.3117 0.575 1.200 0.116
C -2.5717 3.9150 -0.5849 0.059 -0.095 0.004
C 6.1589 -6.9818 -0.7381 -0.179 0.110 0.046
C 0.7897 -2.3926 0.7365 -0.022 -0.890 3.222
C -2.5579 2.4201 5.4089 0.069 0.087 -0.096
C 7.4469 -2.1480 -4.5754 -0.113 -0.040 0.133
C 1.7413 -3.5533 1.2113 -1.540 2.183 2.317
C -3.5652 6.7249 -0.7645 0.189 -0.034 -0.161
C 4.6287 -6.0780 -3.1404 0.202 -0.094 -0.095
C -1.8672 6.5538 9.6405 -0.179 0.171 -0.001
C -2.9174 -0.8572 -2.2119 -0.306 0.030 0.693
C -0.9280 6.4782 8.4489 -0.094 -0.031 0.029
C 8.9191 -3.9347 -5.2666 -0.025 0.071 -0.053
C -1.1299 -1.9743 -3.8798 -0.683 0.714 0.596
C -0.7944 2.0455 -4.2831 0.558 2.682 -3.069
C -0.3993 -0.5514 -3.9876 -0.481 0.065 0.327
C -4.2675 -1.0652 -1.3607 -0.046 0.239 0.588
C 0.5395 -2.1662 -0.8469 2.305 1.967 0.540
C -2.3024 7.7921 6.9576 0.067 0.015 -0.017
C 6.6397 -2.9769 -3.5927 0.014 -0.199 -0.042
C 8.3093 -4.1180 -6.6458 -0.250 0.090 -0.046
C -6.8182 1.7011 -0.8713 1.036 -0.108 0.675
C -2.1236 1.1821 8.0923 -0.183 0.174 0.014
C -2.7034 -3.5573 -2.8123 -1.425 -2.574 1.450
C -1.6760 3.6561 5.4252 0.159 -0.053 0.161
C 1.3847 -2.7920 3.7491 -0.834 0.564 -2.858
C -0.4557 -3.0445 -2.8426 -0.691 -2.367 -2.521
C -4.1151 -0.5057 0.1627 -0.181 -1.348 0.237
H -1.9105 -4.8684 -5.6268 -0.140 0.570 -0.138
H 5.6896 -6.2275 -3.3645 0.033 0.041 0.004
H -1.1051 5.0480 0.5507 0.061 -0.045 -0.048
H -1.9990 9.9126 6.6960 0.015 -0.056 -0.007
H -2.2528 4.5401 5.1470 0.042 -0.044 0.050
H -0.4936 3.5423 -0.1395 -0.073 -0.025 0.018
H -4.7601 5.9577 0.8317 0.034 -0.223 -0.018
H -2.7489 2.8633 -0.8242 -0.207 0.129 0.072
H -3.6731 7.7592 -0.4292 -0.020 -0.061 -0.005
H -3.6108 -1.7387 -5.9033 0.111 0.765 0.991
H 0.1923 2.9568 -2.9073 -1.210 -0.408 -0.073
H -0.6927 0.1286 6.9071 -0.073 0.053 -0.211
H -2.7502 7.6942 5.9651 0.094 -0.211 0.084
H -0.0630 -0.9107 4.0846 0.912 -1.437 -1.372
H -2.3395 7.5366 9.7184 0.069 -0.035 0.062
H 8.7045 -3.3747 -7.3444 0.045 -0.086 0.072
H 9.9935 -4.1261 -5.3314 -0.032 0.189 0.126
H -2.3466 0.4844 -4.7549 1.465 0.070 0.164
H 1.5917 -2.8826 4.8674 -0.269 0.002 -1.799
H -0.9955 9.2064 7.9653 -0.071 0.056 -0.040
H -0.8418 3.5434 4.7268 -0.113 -0.014 -0.014
H -1.5781 1.0003 9.0214 -0.014 -0.017 -0.065
H -4.6600 -1.2066 0.9036 0.838 1.053 -1.298
H 6.8626 -5.3231 0.4581 0.024 -0.101 -0.041
H 8.1480 -6.2174 -0.3874 -0.048 -0.003 0.018
H 0.6161 -0.7175 -4.5110 -1.460 0.223 1.164
H -2.2118 -3.9931 -7.0109 0.013 -0.021 1.057
H -3.3890 2.5182 6.1156 0.032 0.055 0.053
H 2.2126 -4.2226 0.4174 -0.763 1.020 1.283
H 6.9368 -2.0736 -5.5416 -0.052 -0.074 0.021
H 4.2399 -5.3371 -3.8417 -0.150 -0.048 0.129
H -3.0435 5.9402 1.1895 0.076 0.056 -0.028
H -3.1337 7.8894 7.6642 0.031 0.065 0.050
H -7.0150 0.9874 -1.7447 0.106 1.006 1.272
H 7.2231 -3.9991 -6.6241 0.060 -0.094 -0.004
H 7.1630 -3.0572 -2.6354 -0.017 0.102 -0.058
H -4.2894 6.5327 -1.5612 0.009 0.029 0.116
H -1.2503 3.8337 6.4158 -0.094 0.116 -0.057
H -2.0407 -0.7277 -1.4836 -1.171 -0.483 -1.202
H -0.5870 8.9169 6.2762 -0.120 0.001 0.002
H -0.3891 1.8543 6.9761 -0.022 0.066 0.064
H -2.5953 2.1653 8.1692 0.071 -0.029 0.050
H 5.6610 -2.5229 -3.4238 0.028 -0.055 -0.025
H -0.5659 -0.5813 1.4086 1.254 -1.566 0.784
H -6.0989 2.5148 -1.2254 -1.008 -1.100 0.536
H -3.0161 -0.4687 0.5054 -1.718 0.220 -0.698
H 4.9358 -4.6662 -1.5236 0.073 -0.001 -0.051
H 7.1057 -5.0999 -1.2723 0.050 -0.075 0.023
H 3.3542 -5.4218 -1.5592 0.087 -0.149 0.022
H 6.2633 -7.7233 0.0588 -0.200 0.026 -0.032
H -0.9523 0.5899 -5.9388 -0.313 -0.056 2.040
H -2.6676 5.8142 9.5484 0.125 0.005 0.008
H -5.1140 -0.5093 -1.9163 1.164 -0.847 1.125
H -3.0061 2.3220 4.4167 0.083 -0.227 0.090
H -2.5678 6.6173 -1.1985 -0.041 0.069 0.051
H 6.4043 -7.4941 -1.6743 0.074 0.062 -0.064
H -1.3213 6.3718 10.5691 -0.020 -0.013 -0.070
H 8.5276 -5.1172 -7.0302 0.010 0.056 0.033
H -0.2651 -0.1391 -2.9194 0.144 -0.756 -1.764
H -2.9245 0.4430 8.0004 0.127 0.008 0.005
H 2.7671 -4.6150 3.0769 -1.405 1.610 -0.621
H -3.0299 0.1619 -2.7509 0.384 -1.724 0.740
H 7.5289 -1.1282 -4.1901 0.225 -0.088 -0.086
H -0.4360 5.5021 8.4537 -0.068 0.056 -0.219
H -2.3879 4.4224 -1.5379 0.068 0.032 0.026
H 8.5150 -4.6638 -4.5567 -0.091 -0.038 -0.042
H -4.7007 -0.4721 -4.1827 0.929 0.008 -0.390
H -7.7913 2.1635 -0.4644 1.594 -0.952 -0.674
H -4.6078 -2.1501 -1.2566 0.780 1.352 -0.464
H 6.4772 -3.9925 -3.9617 -0.106 0.091 0.013
H -0.1336 7.2278 8.5243 -0.019 0.054 0.060
H 4.1216 -7.0308 -3.3146 -0.075 0.149 0.030
H -1.4486 -1.8855 -7.4126 0.776 0.524 0.460
H -1.5607 3.5112 1.2825 0.010 -0.039 -0.109
```
Positions in Å, forces in eV/Å.

Frontier orbital gap in eV: 6.665
LUMO energy in eV: 1.71
HOMO in eV: -4.96
Total charge: -1
Max |F| in hartree/bohr: 0.1363